ORCA calculation (ωB97M-V with the def2-TZVPD basis set) on a 6-piece molecular cluster, C41H87O11P2 overall.

ORCA input file:
```
! wB97M-V def2-TZVPD RIJCOSX def2/J DEFGRID3
* xyz 1 1
C 3.30715 -0.46842 2.48558
C 3.71706 0.99336 2.57444
C 2.57330 2.00005 2.38652
C 2.39724 2.46713 0.94384
C 1.81674 1.40155 -0.02252
P 0.54004 2.03935 -1.12138
C 0.53542 1.08026 -2.63748
C 1.63408 1.54670 -3.62026
C 2.84211 0.59692 -3.68657
C 2.63348 -0.61569 -4.59571
C 1.51895 -1.59737 -4.21075
C 1.62345 -2.30073 -2.85440
C 0.29785 -2.96278 -2.46516
C 0.29925 -3.68514 -1.11292
C -0.18552 -2.83505 0.06638
C -0.80102 -3.66930 1.18892
C -1.61997 -2.86094 2.20256
C -3.09646 -3.17701 2.14179
O -3.61284 -2.63657 0.93503
C -5.00584 -2.81348 0.76490
P -1.37086 2.38215 -0.08776
C -2.55699 1.46665 -1.15903
C -1.15260 1.26402 1.34459
C -2.41409 1.32581 2.23116
H 2.55334 -0.69908 3.24369
H 4.15852 -1.12210 2.66174
H 2.90223 -0.73798 1.50800
H 4.14502 1.16160 3.56604
H 4.50471 1.19493 1.83988
H 1.64418 1.56204 2.77191
H 2.76792 2.88341 2.99931
H 3.38298 2.75490 0.56900
H 1.79116 3.37957 0.91437
H 1.41426 0.52479 0.49188
H 2.58486 1.02912 -0.70808
H 0.97804 3.31638 -1.47395
H -0.45475 1.12075 -3.09551
H 0.71076 0.04120 -2.34437
H 1.19944 1.68017 -4.61337
H 2.01225 2.53422 -3.31983
H 3.69207 1.16267 -4.08157
H 3.13651 0.29187 -2.67415
H 2.38808 -0.23806 -5.59301
H 3.58680 -1.15210 -4.67226
H 0.54463 -1.09202 -4.27944
H 1.49879 -2.37520 -4.98180
H 1.96582 -1.61440 -2.06644
H 2.38018 -3.09051 -2.92382
H -0.50518 -2.21062 -2.47451
H 0.06615 -3.67858 -3.26104
H 1.29833 -4.07410 -0.89962
H -0.36078 -4.55636 -1.17676
H -0.93647 -2.11454 -0.29380
H 0.64977 -2.26086 0.49046
H -0.00162 -4.21017 1.69579
H -1.46269 -4.40966 0.72395
H -1.26489 -3.02482 3.22333
H -1.50392 -1.79008 1.99399
H -3.64640 -2.77781 3.00518
H -3.23008 -4.26989 2.13093
H -5.48940 -1.83657 0.67902
H -5.20165 -3.38320 -0.14690
H -5.45533 -3.34986 1.60645
H -2.15994 1.32485 -2.16411
H -2.80291 0.48912 -0.74086
H -3.45565 2.07678 -1.24145
H -0.90824 0.23933 1.05772
H -0.29562 1.66539 1.89200
H -2.24438 2.00103 3.07046
H -2.61793 0.34307 2.65306
H -3.30168 1.66433 1.69453
O 0.39648 0.67876 -6.78899
C -0.78982 0.51209 -6.92305
O -1.60351 1.04622 -5.98115
C -3.03961 1.02477 -6.11569
C -3.63774 -0.27764 -5.63132
C -1.36695 -0.30136 -8.05148
H -3.32613 1.25559 -7.14089
H -3.37353 1.85360 -5.49130
H -3.30299 -1.12229 -6.23317
H -4.72524 -0.22989 -5.69016
H -3.35460 -0.46625 -4.59449
H -1.30275 -1.35357 -7.77050
H -0.74404 -0.14236 -8.92791
H -2.39181 -0.05943 -8.31089
O 2.37343 -4.84094 1.33736
C 2.73068 -5.14489 2.44844
O 1.97505 -4.74364 3.48921
C 2.24279 -5.15545 4.84290
C 3.30562 -4.31103 5.50714
C 4.01422 -5.90026 2.69191
H 2.48841 -6.21730 4.86688
H 1.28384 -5.03880 5.34582
H 4.27083 -4.40135 5.00983
H 3.44619 -4.61828 6.54203
H 3.01728 -3.25891 5.49980
H 4.83345 -5.18036 2.68957
H 4.16112 -6.58428 1.86018
H 4.04818 -6.45332 3.62490
O -6.11120 5.39648 6.70975
C -5.69265 4.94596 5.68209
O -6.58416 4.50151 4.76356
C -6.19747 4.05008 3.46504
C -5.75220 2.60198 3.47382
C -4.20932 4.79765 5.42107
H -5.43898 4.70842 3.03829
H -7.09677 4.16569 2.86159
H -4.86260 2.45769 4.08865
H -5.52884 2.27156 2.45818
H -6.54376 1.96959 3.87514
H -3.87509 3.87818 5.90310
H -3.70559 5.63279 5.90046
H -3.92929 4.76402 4.37203
O -3.05236 2.35658 -9.31576
C -2.69100 3.41673 -8.87097
O -3.59513 4.40728 -8.77083
C -3.29364 5.67954 -8.18073
C -2.61575 6.61600 -9.15656
C -1.25348 3.64675 -8.46671
H -2.71071 5.54743 -7.26829
H -4.26707 6.07024 -7.88873
H -1.64518 6.23403 -9.47492
H -2.46324 7.59123 -8.69351
H -3.23700 6.74665 -10.04212
H -0.67562 3.95267 -9.33885
H -0.88824 2.67683 -8.14543
H -1.11640 4.38118 -7.67900
O 5.92234 -3.94346 7.39447
C 5.96558 -2.91252 8.01028
O 4.90765 -2.07361 7.91973
C 4.79723 -0.88075 8.70820
C 5.54328 0.28444 8.09435
C 7.17640 -2.51545 8.82021
H 5.10948 -1.07141 9.73492
H 3.72729 -0.67849 8.73173
H 6.61621 0.09748 8.04709
H 5.38110 1.18530 8.68689
H 5.18494 0.46615 7.08056
H 7.90536 -2.07334 8.14027
H 7.60934 -3.42160 9.23537
H 6.98051 -1.81132 9.62274
*
```

ORCA calculation (ωB97M-V with the def2-TZVPD basis set) on C14H13FFeI2LaO4S as an isolated structure.

ORCA input file:
```
! wB97M-V def2-TZVPD RIJCOSX def2/J DEFGRID3
* xyz 4 6
I 0.07501 3.40450 -2.83406
I -2.38142 -1.23631 2.57802
Fe -0.47020 -0.76868 1.38515
La 0.25716 1.26231 -0.73553
S -1.92918 -0.26033 -0.80387
C 1.80958 -0.30426 -2.23903
C 2.90863 1.84978 -0.44011
C -1.80361 -1.47804 -2.20504
C -3.17337 -2.09184 -1.85831
C -0.68725 -2.52438 -2.18042
C -1.81549 -0.70551 -3.52633
C 0.68436 -0.47092 2.75840
C 0.21412 -2.27557 0.89014
O 3.82385 2.40172 -0.01760
O 2.32686 -0.89958 -3.07427
O 1.29756 -0.72276 3.75764
O 0.49487 -3.41809 0.86290
H -3.40153 -2.89729 -2.55548
H -3.93896 -1.29747 -1.90120
H -3.14317 -2.47824 -0.82335
H -0.48545 -2.83652 -3.21838
H -1.01608 -3.40205 -1.61015
H 0.27221 -2.18609 -1.76543
H -2.02004 -1.42394 -4.33494
H -0.86019 -0.19968 -3.74264
H -2.59927 0.06262 -3.51510
F 2.20549 3.82134 4.61793
C 1.77534 3.03007 3.57810
C 0.44170 3.10327 3.14702
C -0.00110 2.15592 2.19321
C 0.79006 0.94696 1.96608
C 2.24474 1.21018 2.08351
C 2.70818 2.11296 3.03313
H -0.25412 3.80849 3.65252
H -1.01679 2.26239 1.76202
H 2.90289 0.40525 1.72777
H 3.76463 2.03981 3.38768
*
```

ORCA calculation (ωB97M-V with the def2-TZVPD basis set) on a 3-piece molecular cluster, C3H12N2O2 overall.

The calculation puts the relative energy (zero: lowest compared OMol25 entry of this formula, charge and spin) at 1.2689 eV. As for the SMILES: [H]/N=C/NCC.O.O.

ORCA input file:
```
! wB97M-V def2-TZVPD RIJCOSX def2/J DEFGRID3
* xyz 0 1
C 1.21798 0.90627 -0.69744
C 0.72266 0.36367 -2.05665
N -0.13550 -0.80009 -1.92220
C -1.37189 -0.90158 -2.49573
N -2.12309 -1.89606 -2.24581
H 0.43294 0.80015 0.03982
H 1.47473 1.96083 -0.82655
H 2.16023 0.40477 -0.48677
H 0.10242 1.12489 -2.53070
H 1.57915 0.14328 -2.68804
H 0.03786 -1.47520 -1.19375
H -1.59403 -0.06770 -3.16897
H -3.00696 -1.81476 -2.74203
H 1.97820 -0.86331 2.23418
H 1.48984 -1.15505 0.80102
O 2.19651 -1.34563 1.42642
H -1.67601 1.82738 5.44376
H -1.84176 1.61819 6.96731
O -1.64326 1.16996 6.14212
*
```

ORCA calculation (ωB97M-V with the def2-TZVPD basis set) on a 8-piece molecular cluster, C4H22N2O9 overall.

The calculation puts the relative energy (zero: lowest compared OMol25 entry of this formula, charge and spin) at 0.0000 eV. As for the SMILES: CN(C=O)CC(N)=O.O.O.O.O.O.O.O.

ORCA input file:
```
! wB97M-V def2-TZVPD RIJCOSX def2/J DEFGRID3
* xyz 0 1
C -0.89920 -2.49322 -0.42431
N -0.56206 -2.27946 0.86108
C 0.45091 -3.12201 1.47668
C -0.66452 -0.94853 1.45832
C 0.53955 -0.11930 1.08526
N 0.48909 0.71277 0.04578
O 1.55794 -0.19680 1.78781
O -1.59545 -1.68185 -1.08693
H -0.69013 -3.46358 -0.84255
H 0.65275 -3.97775 0.80539
H 0.08734 -3.53283 2.42794
H 1.40302 -2.60038 1.60672
H -1.59627 -0.48041 1.12853
H -0.66022 -1.04479 2.53837
H -0.28910 0.72967 -0.59884
H 1.30409 1.29015 -0.17523
H -0.33901 4.64767 2.11166
H -1.12984 3.83653 0.95499
O -0.57010 4.61791 1.17941
H 3.03622 -0.74002 0.51683
H 4.05440 -1.85598 0.54174
O 3.48476 -1.37872 -0.07202
H 1.16092 -1.79288 -2.12396
H 2.15427 -2.07307 -0.93068
O 1.33192 -2.38348 -1.37295
H 0.89230 4.60428 0.23306
H 2.11130 3.68096 0.22996
O 1.69556 4.38101 -0.29096
H -2.36385 -0.11597 -1.07388
H -3.02603 1.02965 -1.97260
O -2.76698 0.79498 -1.07648
H -0.36408 -1.22551 -4.04280
H -0.80384 -1.17364 -2.55907
O -0.16019 -0.80071 -3.20165
H -2.42600 1.90011 0.24056
H -3.16935 2.84629 1.24516
O -2.31166 2.46556 1.03854
*
```

ORCA calculation (ωB97M-V with the def2-TZVPD basis set) on an isolated ion of composition C7H13N3 and charge +2.

The calculation puts the relative energy (zero: lowest compared OMol25 entry of this formula, charge and spin) at 2.9484 eV. As for the SMILES: [H]/N=C(C)/[NH+]=C(/C)[N+](C)=C=C.

ORCA input file:
```
! wB97M-V def2-TZVPD RIJCOSX def2/J DEFGRID3
* xyz 2 1
C -2.15462 0.16555 0.44658
C 0.15792 0.49434 0.72089
C 1.03981 -0.36708 -1.45822
C -3.30681 0.60983 0.15837
C 0.35849 1.36331 1.88160
C 2.04897 0.10759 -2.42558
C -0.85504 -1.70715 1.16887
N -1.01779 -0.32016 0.71181
N 0.24152 -1.33016 -1.45981
N 1.01311 0.44347 -0.24793
H -3.74724 0.53944 -0.83137
H -3.96348 1.08819 0.87959
H 1.17876 0.97895 2.50328
H -0.51956 1.43881 2.51958
H 0.67587 2.36924 1.59438
H 3.04773 -0.20837 -2.11714
H 2.05367 1.19364 -2.51269
H 1.85649 -0.31579 -3.40846
H -1.20142 -2.39092 0.39428
H 0.19490 -1.90977 1.36921
H -1.43207 -1.87130 2.08155
H 0.24101 -1.94689 -2.26517
H 1.82581 1.06570 -0.17669
*
```

ORCA calculation (ωB97M-V with the def2-TZVPD basis set) on the molecule C2H7N2OPS.

The calculation puts the relative energy (zero: lowest compared OMol25 entry of this formula, charge and spin) at 5.2384 eV. As for the SMILES: ONP1NCCS1.

ORCA input file:
```
! wB97M-V def2-TZVPD RIJCOSX def2/J DEFGRID3
* xyz 0 1
C 0.95225 0.22334 -0.48599
C 0.76080 -0.47750 0.86696
N 0.06537 -0.23292 -1.54443
N -2.52802 0.15113 -0.30808
O -3.05362 0.33804 1.07253
P -1.13494 -1.33776 -1.12799
S -0.12206 -2.03508 0.46664
H 0.72583 1.29520 -0.46249
H 2.01154 0.22997 -0.84338
H 1.69542 -0.70971 1.36351
H 0.19313 0.19192 1.68120
H -0.31505 0.25297 -2.34801
H -3.19554 -0.55690 1.41340
H -3.33440 -0.10746 -0.90098
*
```

ORCA calculation (ωB97M-V with the def2-TZVPD basis set) on an isolated ion of composition C6H7N2 and charge +1.

The calculation puts the relative energy (zero: lowest compared OMol25 entry of this formula, charge and spin) at 8.2328 eV. As for the SMILES: C=C[n+]1c#cn(C)c1.

ORCA input file:
```
! wB97M-V def2-TZVPD RIJCOSX def2/J DEFGRID3
* xyz 1 1
C -0.26181 -0.94653 1.78913
C 0.87451 -1.03257 1.14722
C -0.52311 0.08524 -0.06828
C 3.30059 -0.14959 -0.80148
C 2.13498 -0.44150 -1.21583
C -2.39790 0.31408 1.48141
N -1.17093 -0.20544 1.05670
N 0.75288 -0.31071 -0.04902
H -0.87622 0.51765 -0.99047
H 4.29045 -0.00686 -1.26939
H 3.50910 0.20552 0.25056
H 1.90113 -1.11788 -1.95929
H -2.27430 1.40273 1.34289
H -3.30753 -0.16814 1.10690
H -2.41367 0.15489 2.60867
*
```

ORCA calculation (ωB97M-V with the def2-TZVPD basis set) on H6IO3 as an isolated structure.

The calculation puts the relative energy (zero: lowest compared OMol25 entry of this formula, charge and spin) at 1.7436 eV.

ORCA input file:
```
! wB97M-V def2-TZVPD RIJCOSX def2/J DEFGRID3
* xyz -1 1
I -0.65863 0.23188 -0.21955
O 0.93680 -1.23443 1.72150
H 0.46833 -0.73104 1.05564
H 1.85961 -1.14848 1.48223
O -1.50815 3.09478 -0.09783
H -2.20957 2.84981 -0.70135
H -1.10107 2.26377 0.14701
O 0.80817 -1.86491 -1.50280
H 1.23984 -2.21692 -0.72437
H 0.16468 -1.24445 -1.16049
*
```

Energy for the records above, in order: -3124.53531; -3229.07803; -381.46828; -952.34980; -438.06810; -1004.59533; -341.76518; -527.06754 Ha
Max |F| for the records above, in order: 0.5; 11.9; 1.6; 2.1; 1.6; 3.0; 5.2; 3.0 eV/A